Entry 1:
ORCA calculation (ωB97M-V with the def2-TZVPD basis set) on C4H10S2 in the gas phase.

Positions of all 16 atoms, in Å:
C: -0.06 0.43 -0.23
H: 0.03 -0.22 1.89
H: -1.99 -1.83 -0.40
H: 1.22 -0.74 -2.87
C: 1.10 -0.66 -0.63
H: -0.81 0.50 -1.11
H: 2.76 -1.06 -2.32
S: -1.37 -1.69 1.14
C: -0.80 -0.12 1.13
H: 1.33 2.16 0.77
C: 1.81 -0.32 -2.06
S: 0.24 2.09 -0.12
H: 1.97 -0.79 0.07
H: 2.11 0.66 -2.05
H: -1.52 0.61 1.13
H: 0.62 -1.64 -0.70

The LUMO energy comes out at 0.46 eV. Its molecular weight is 122.26 g mol⁻¹. The calculation puts the electronic energy at -25977.7383 eV. As for the SMILES: CC[C@H](S)CS.

=====

Entry 2:
ORCA calculation (ωB97M-V with the def2-TZVPD basis set) on C4H10S2 in the gas phase.

Positions of all 16 atoms, in Å:
H: -0.67 -1.26 0.93
H: -0.55 -0.96 -0.79
H: 0.76 0.83 1.34
C: -3.36 -0.49 -0.15
H: 4.01 0.34 -1.01
H: -3.70 -0.92 0.79
C: 0.61 0.37 0.39
S: 2.01 -0.65 0.08
H: -4.15 0.05 -0.65
S: -1.99 0.62 0.07
H: -2.93 -1.26 -0.80
H: 0.51 1.16 -0.35
C: 3.31 0.50 -0.20
H: 3.86 0.70 0.70
H: 2.88 1.48 -0.52
C: -0.62 -0.50 0.18

The LUMO energy comes out at 0.94 eV. Its molecular weight is 122.26 g mol⁻¹. The calculation puts the electronic energy at -25980.0271 eV. As for the SMILES: CSCCSC.

=====

Entry 3:
ORCA calculation (ωB97M-V with the def2-TZVPD basis set) on an isolated ion of composition C4H10S2 and charge +1.

Positions of all 16 atoms, in Å:
H: 0.88 1.23 -0.72
C: -2.09 -0.47 0.45
H: -1.70 -1.98 -1.25
C: -2.01 -0.91 -1.07
S: -0.63 0.28 1.28
H: -2.97 -0.94 -1.50
S: 0.77 -1.11 0.58
C: 2.50 1.07 0.70
C: 1.60 0.38 -0.41
H: 1.81 1.60 1.35
H: 2.15 0.04 -1.21
H: -2.95 0.19 0.65
H: -2.33 -1.34 1.04
H: 3.20 1.84 0.38
H: -1.24 -0.33 -1.67
H: 3.01 0.44 1.40

The LUMO energy (alpha / beta) comes out at -4.88 / -8.29 eV. Its molecular weight is 122.26 g mol⁻¹. Its spin multiplicity is 2. The calculation puts the electronic energy at -25971.1395 eV. Its net charge is +1. As for the expectation value of S²: 0.75.

=====

Entry 4:
ORCA calculation (ωB97M-V with the def2-TZVPD basis set) on a 2-piece molecular cluster, C4H10Si overall.

Positions of all 15 atoms, in Å:
H: -2.12 -0.20 -0.58
C: 0.07 -0.25 -0.24
H: -1.36 -1.78 -0.95
H: -1.01 2.01 1.69
Si: -0.07 0.43 -1.95
C: 1.04 -1.22 0.34
H: -0.56 1.77 -2.14
H: 1.96 -0.73 0.63
H: 0.83 2.12 1.67
H: 0.61 -0.15 -3.10
H: 0.61 -1.69 1.23
H: 1.27 -2.02 -0.37
H: -0.01 0.83 2.69
C: -1.20 -0.71 -0.86
C: -0.06 1.60 1.95

The LUMO energy (alpha / beta) comes out at 0.13 / 0.52 eV. Its molecular weight is 86.21 g mol⁻¹. The calculation puts the electronic energy at -12182.4774 eV.

=====

Entry 5:
ORCA calculation (ωB97M-V with the def2-TZVPD basis set) on C4H10Si as an isolated structure.

Positions of all 15 atoms, in Å:
H: -3.45 -1.18 0.25
C: 2.20 -0.96 -0.12
C: -0.16 1.11 -0.63
H: 0.74 0.32 1.82
H: 3.18 -1.00 0.36
H: 2.25 1.68 0.51
H: -3.33 0.40 1.21
C: -1.74 -0.03 -0.22
C: -2.92 -0.28 0.48
Si: 1.27 0.58 0.48
H: -0.10 0.88 -1.69
H: -0.51 2.11 -0.47
H: -1.49 -0.81 -0.92
H: 2.37 -0.96 -1.19
H: 1.68 -1.87 0.13

The LUMO energy comes out at 1.07 eV. Its molecular weight is 86.21 g mol⁻¹. The calculation puts the electronic energy at -12184.8218 eV.

=====

Entry 6:
ORCA calculation (ωB97M-V with the def2-TZVPD basis set) on C4H11AlF4N3O9S4 as an isolated structure.

Positions of all 36 atoms, in Å:
O: 2.23 3.61 -3.88
F: -2.63 -0.28 1.90
F: 0.69 -0.27 -2.97
O: -4.80 -1.22 -1.77
F: 2.22 3.80 -1.56
H: 2.96 -0.90 1.37
O: -4.90 -0.49 1.04
C: 0.46 -0.63 2.44
S: 2.50 2.82 -2.70
H: 0.56 1.00 4.31
C: 2.27 -0.65 0.56
Al: -0.82 1.85 -0.30
O: 1.79 0.83 -4.69
H: 2.23 0.43 0.44
C: -0.25 1.19 3.61
H: -0.27 -1.31 2.89
N: 1.26 1.82 -2.30
O: -3.36 -2.41 1.01
O: -2.67 -2.65 -1.78
H: 1.35 -0.59 3.07
H: -0.46 2.26 3.65
C: 1.00 -1.31 1.08
S: -3.34 -1.36 -1.54
F: -2.72 -0.52 -2.79
N: -2.78 -0.35 -0.34
N: 0.02 -1.22 0.04
S: -3.60 -1.02 0.79
H: -1.11 0.72 4.09
H: 1.29 -2.36 1.20
H: 0.38 -1.81 -0.70
H: -0.85 -1.72 0.17
O: 3.84 2.37 -2.34
O: 2.94 -0.03 -2.65
S: 1.92 0.75 -3.25
O: -0.01 0.70 2.28
H: 2.66 -1.05 -0.38

The LUMO energy comes out at -11.23 eV. Its molecular weight is 476.39 g mol⁻¹. The calculation puts the electronic energy at -88011.2730 eV. Its net charge is +1.